# 1
Computed, not measured: a cluster of 8 separate species, C6H29N2O7 in total, with ωB97M-V with the def2-TZVPD basis set.

Each atom is followed by the atoms it is bonded to, with distances in Å.
Atoms and positions in Å:
1 C 2.5708 -2.5056 -0.3489  C2 1.522, H9 1.091, H10 1.093, H11 1.086
2 C 1.2717 -1.7173 -0.4418  C1 1.522, C3 1.514, N8 1.524, H12 1.072
3 C 0.4032 -1.8764 0.7881  C2 1.514, C4 1.523, H13 1.097, H14 1.101
4 C -1.1076 -1.8048 0.6055  C3 1.523, C7 1.515, H15 1.089, H16 1.103
5 N -3.5554 0.9257 -0.3302  C6 1.380, H17 1.003, H18 1.009
6 C -2.9511 -0.2628 0.0256  N5 1.380, C7 1.333, H19 1.080
7 C -1.6383 -0.4934 0.0624  C4 1.515, C6 1.333, H20 1.087
8 N 1.6014 -0.2410 -0.6282  C2 1.524, H21 1.039, H22 1.020, H23 1.016
9 H 3.1398 -2.4349 -1.2769  C1 1.091
10 H 3.2048 -2.0852 0.4361  C1 1.093
11 H 2.3024 -3.5351 -0.1320  C1 1.086
12 H 0.7563 -2.0048 -1.3370  C2 1.072
13 H 0.6725 -2.8400 1.2383  C3 1.097
14 H 0.7106 -1.2576 1.6450  C3 1.101
15 H -1.5607 -2.2456 1.4918  C4 1.089
16 H -1.3843 -2.5905 -0.1174  C4 1.103
17 H -3.0904 1.6277 -0.8758  N5 1.003
18 H -4.2645 1.2811 0.2935  N5 1.009
19 H -3.6302 -1.0571 0.2986  C6 1.080
20 H -0.9334 0.3333 0.0293  C7 1.087
21 H 2.3660 -0.0133 0.0373  N8 1.039
22 H 0.7286 0.2761 -0.5239  N8 1.020
23 H 1.8706 -0.1151 -1.5995  N8 1.016
24 H 1.8579 1.5741 -3.6159  O26 0.956
25 H 0.3360 0.9922 -3.5481  O26 0.957
26 O 1.2690 0.8586 -3.3802  H24 0.956, H25 0.957
27 H 0.8295 3.7204 -0.8380  O29 0.969
28 H -0.1612 3.3544 0.2631  O29 0.977
29 O 0.6785 3.0621 -0.1430  H27 0.969, H28 0.977
30 H -0.1220 -2.8342 -3.4077  O32 0.959
31 H -1.4659 -2.0870 -2.9754  O32 0.967
32 O -1.0595 -2.7237 -3.5787  H30 0.959, H31 0.967
33 H -0.7791 1.7644 2.1473  O35 0.963
34 H -2.0690 1.9140 1.2693  O35 0.962
35 O -1.2448 2.3377 1.5292  H33 0.963, H34 0.962
36 H 1.0498 1.9178 1.5598  O38 0.968
37 H 1.7064 1.7829 3.0351  O38 0.960
38 O 1.1567 1.3804 2.3584  H36 0.968, H37 0.960
39 H 4.6377 0.7247 0.7003  O41 0.967
40 H 3.6588 1.8584 0.7129  O41 0.967
41 O 3.7498 0.9510 0.3925  H39 0.967, H40 0.967
42 H -3.0636 -0.5993 2.9145  O44 0.958
43 H -1.5898 -0.0339 2.7158  O44 0.959
44 O -2.4526 0.1130 3.1081  H42 0.958, H43 0.959

Energy: -23999.1325 eV
HOMO level: -11.4663 eV
Energy relative to the best compared isomer or geometry (same formula, charge and spin): 1.848 eV
Charge: +1
Orbital gap: 8.70 eV

---

# 2
Computed, not measured: a cluster of 8 separate species, C6H29NO8 in total, with ωB97M-V with the def2-TZVPD basis set.

Each atom is followed by the atoms it is bonded to, with distances in Å.
Atoms and positions in Å:
1 C -2.9127 1.5012 -2.7679  C2 1.548, H9 1.086, H10 1.079, H11 1.081
2 C -1.8343 0.4214 -3.0296  C1 1.548, C3 1.567, H12 1.089, H13 1.077
3 C -1.4618 -0.3109 -1.6950  C2 1.567, C4 1.534, H14 1.077, H15 1.094
4 C -2.1746 0.0585 -0.3878  C3 1.534, C5 1.528, H16 1.095, H17 1.094
5 C -1.6858 1.3130 0.3348  C4 1.528, N6 1.469, H18 1.079, H19 1.100
6 N -0.6336 1.1725 1.3509  C5 1.469, C7 1.420, H20 1.014
7 C -1.0621 1.1539 2.7043  N6 1.420, O8 1.413, H21 1.099, H22 1.096
8 O -1.3932 -0.1181 3.2245  C7 1.413, H23 0.960
9 H -3.8867 1.0217 -2.7352  C1 1.086
10 H -2.9848 2.2164 -3.5724  C1 1.079
11 H -2.7585 2.0688 -1.8615  C1 1.081
12 H -2.2816 -0.1986 -3.8047  C2 1.089
13 H -0.9614 0.8529 -3.4898  C2 1.077
14 H -0.4015 -0.3260 -1.5068  C3 1.077
15 H -1.8556 -1.3229 -1.8293  C3 1.094
16 H -3.2134 0.3017 -0.6350  C4 1.095
17 H -2.3360 -0.7089 0.3755  C4 1.094
18 H -2.4760 1.8858 0.7952  C5 1.079
19 H -1.3209 2.0734 -0.3714  C5 1.100
20 H -0.0631 0.3486 1.1945  N6 1.014
21 H -1.8347 1.9050 2.9192  C7 1.099
22 H -0.2845 1.5180 3.3856  C7 1.096
23 H -2.2318 -0.4890 2.9388  O8 0.960
24 O 1.5044 -2.5792 1.6505  H25 0.961, H26 0.960
25 H 2.0223 -1.8566 1.2841  O24 0.961
26 H 0.5778 -2.4100 1.4664  O24 0.960
27 O 0.5070 -2.7467 -2.3009  H28 0.951, H29 0.959
28 H 1.4519 -2.7803 -2.2010  O27 0.951
29 H 0.1667 -3.6031 -2.5661  O27 0.959
30 O -1.0390 -4.1222 3.1994  H31 0.953, H32 0.954
31 H -0.5317 -4.1045 2.3922  O30 0.953
32 H -1.3792 -3.2709 3.4646  O30 0.954
33 O 2.7502 0.4189 -0.1646  H34 0.964, H35 0.967
34 H 3.3625 1.0316 0.2576  O33 0.964
35 H 2.6027 0.8291 -1.0279  O33 0.967
36 O 1.0803 2.4977 -2.1700  H37 0.972, H38 0.965
37 H 1.2720 2.7586 -1.2539  O36 0.972
38 H 0.4079 1.8366 -1.9656  O36 0.965
39 O 2.4283 3.8336 0.0870  H40 0.960, H41 0.959
40 H 1.9843 4.2666 0.8192  O39 0.960
41 H 2.5312 4.4757 -0.6178  O39 0.959
42 O 3.9335 -2.1046 0.0932  H43 0.916, H44 0.977
43 H 3.3826 -2.6020 -0.4442  O42 0.916
44 H 3.6306 -1.1844 -0.0355  O42 0.977

Energy: -24561.4367 eV
SMILES: CCCCCNCO.O.O.O.O.O.O.O
HOMO level: -9.2098 eV
Energy relative to the best compared isomer or geometry (same formula, charge and spin): 3.069 eV
Orbital gap: 9.38 eV

---

# 3
Computed, not measured: a cluster of 9 separate species, C6H29NO8 in total, with ωB97M-V with the def2-TZVPD basis set.

Each atom is followed by the atoms it is bonded to, with distances in Å.
Atoms and positions in Å:
1 C 0.4344 2.7820 -1.3652  C2 1.476, H8 1.010, H9 1.102, H10 1.078
2 C 0.7351 2.0026 -0.1489  C1 1.476, C3 1.300, H11 1.082
3 C 0.0274 2.2704 0.9078  C2 1.300, C4 1.443, H12 1.104
4 C 0.4018 1.5313 2.0887  C3 1.443, C5 1.559, H13 1.087, H14 1.150
5 C -0.8140 1.0633 2.9460  C4 1.559, C6 1.543, H15 1.193, H16 1.128
6 C -1.5919 -0.0221 2.1728  C5 1.543, N7 1.435, H17 1.108, H18 1.149
7 N -1.1022 -1.3393 2.4626  C6 1.435, H19 1.008, H20 0.973
8 H 0.5074 3.7834 -1.4730  C1 1.010
9 H 1.0903 2.4422 -2.1824  C1 1.102
10 H -0.5895 2.5917 -1.6418  C1 1.078
11 H 1.3238 1.1285 -0.3944  C2 1.082
12 H -0.7878 3.0153 0.9016  C3 1.104
13 H 1.1411 2.1110 2.6363  C4 1.087
14 H 0.9657 0.5840 1.7615  C4 1.150
15 H -1.7079 1.8488 3.0313  C5 1.193
16 H -0.4926 0.6641 3.9508  C5 1.128
17 H -2.5453 0.2058 2.6891  C6 1.108
18 H -1.8660 0.3048 1.1059  C6 1.149
19 H -1.5484 -1.8728 3.1919  N7 1.008
20 H -0.1712 -1.4093 2.7378  N7 0.973
21 O 3.9353 -1.5818 0.7560  H22 0.953, H23 0.965
22 H 4.4280 -1.6568 -0.0567  O21 0.953
23 H 3.0793 -1.1380 0.7155  O21 0.965
24 O 0.1414 -0.3319 -2.6950  H25 0.982, H26 0.995
25 H -0.8167 -0.5326 -2.6172  O24 0.982
26 H 0.1912 0.6115 -2.3836  O24 0.995
27 O -2.3412 0.9251 -2.7412  H28 0.996, H29 0.895
28 H -1.7160 1.1037 -3.4956  O27 0.996
29 H -2.3260 0.0453 -2.5766  O27 0.895
30 O -4.3047 0.8718 -0.7809  H31 1.113, H32 0.939
31 H -3.7500 1.6645 -1.3321  O30 1.113
32 H -3.7397 0.6292 -0.0709  O30 0.939
33 O 1.5676 -3.3109 -0.6090  H34 0.911, H35 0.918
34 H 1.8788 -2.5416 -0.9849  O33 0.911
35 H 2.1475 -3.9089 -0.9941  O33 0.918
36 O -1.8434 -1.9105 -1.7686  H37 0.963, H38 1.006
37 H -2.4486 -2.5873 -2.0893  O36 0.963
38 H -1.3084 -2.2439 -0.9851  O36 1.006
39 O 2.0878 -1.8805 -3.3684  H40 0.963, H41 1.027
40 H 2.5389 -1.1894 -2.8731  O39 0.963
41 H 1.1693 -1.8063 -2.9158  O39 1.027
42 O 2.5914 -0.8516 3.2023  H43 0.973, H44 1.043
43 H 3.2349 -0.4123 2.6200  O42 0.973
44 H 2.1928 -1.6528 2.6659  O42 1.043

Energy: -24558.7060 eV
SMILES: C/C=C/CCCN.O.O.O.O.O.O.O.O
HOMO level: -9.1305 eV
Energy relative to the best compared isomer or geometry (same formula, charge and spin): 5.800 eV
Orbital gap: 9.15 eV

---

# 4
Computed, not measured: a cluster of 8 separate species, C6H30N2O7 in total, with ωB97M-V with the def2-TZVPD basis set.

Each atom is followed by the atoms it is bonded to, with distances in Å.
Atoms and positions in Å:
1 C 0.3633 -0.1722 -2.7138  C2 1.530, H9 1.093, H10 1.090, H11 1.097
2 C -0.4830 0.8573 -1.9619  C1 1.530, N3 1.481, H12 1.089, H13 1.083
3 N -1.2922 0.1495 -0.9438  C2 1.481, C4 1.472, H14 1.012
4 C -0.5766 -0.5063 0.1627  N3 1.472, C5 1.538, H15 1.099, H16 1.094
5 C -1.5108 -0.8405 1.3382  C4 1.538, N6 1.456, H17 1.094, H18 1.084
6 N -1.4858 0.0967 2.4522  C5 1.456, C7 1.454, H19 1.014
7 C -0.2996 0.0098 3.2884  N6 1.454, C8 1.557, H20 1.098, H21 1.092
8 C 0.8484 1.0395 3.0734  C7 1.557, H22 1.095, H23 1.084, H24 1.089
9 H -0.0444 -1.1813 -2.8101  C1 1.093
10 H 1.3347 -0.3030 -2.2364  C1 1.090
11 H 0.6114 0.0267 -3.7642  C1 1.097
12 H -1.2043 1.3564 -2.6069  C2 1.089
13 H 0.1507 1.6295 -1.5440  C2 1.083
14 H -1.6867 -0.6404 -1.4384  N3 1.012
15 H -0.0449 -1.4023 -0.1865  C4 1.099
16 H 0.2397 0.1240 0.5265  C4 1.094
17 H -2.5297 -0.7801 0.9455  C5 1.094
18 H -1.3562 -1.8482 1.7072  C5 1.084
19 H -1.6780 1.0722 2.2548  N6 1.014
20 H -0.6103 0.0795 4.3396  C7 1.098
21 H 0.1449 -0.9876 3.3050  C7 1.092
22 H 1.7627 0.4623 2.8986  C8 1.095
23 H 0.9305 1.6909 3.9357  C8 1.084
24 H 0.7839 1.5661 2.1220  C8 1.089
25 O 2.4388 2.1385 -2.8178  H26 0.968, H27 0.965
26 H 1.9973 1.3311 -2.5177  O25 0.968
27 H 1.7875 2.4906 -3.4361  O25 0.965
28 O -4.1501 0.3152 -0.5332  H29 0.964, H30 0.966
29 H -4.5585 0.6980 0.2520  O28 0.964
30 H -3.4706 0.9608 -0.7680  O28 0.966
31 O -1.6338 2.7604 0.1140  H32 0.970, H33 0.972
32 H -0.6908 2.9361 0.2594  O31 0.970
33 H -1.6114 1.7985 0.2501  O31 0.972
34 O 1.9296 2.7873 -0.1582  H35 0.966, H36 0.981
35 H 2.5746 2.4039 0.4507  O34 0.966
36 H 2.3623 2.5950 -1.0180  O34 0.981
37 O 2.1614 -2.7976 0.9694  H38 0.966, H39 0.971
38 H 2.5574 -2.6187 1.8325  O37 0.966
39 H 2.2603 -3.7632 0.9576  O37 0.971
40 O -1.6912 -3.6336 -0.7840  H41 0.964, H42 0.965
41 H -1.8798 -3.2988 0.1003  O40 0.964
42 H -2.0670 -2.9547 -1.3577  O40 0.965
43 O 3.3247 -1.5983 -1.4095  H44 0.965, H45 0.959
44 H 2.7347 -1.6200 -0.6461  O43 0.965
45 H 3.2574 -2.4290 -1.8832  O43 0.959

Energy: -24020.4275 eV
SMILES: CCNCCNCC.O.O.O.O.O.O.O
HOMO level: -8.5298 eV
Energy relative to the best compared isomer or geometry (same formula, charge and spin): 2.671 eV
Orbital gap: 8.64 eV

---

Which of these has the lowest HOMO level? C6H29N2O7